Formula: H22O12V
Source: the Open Molecules 2025 dataset
Level of theory: ωB97M-V/def2-TZVPD

Each line ends with the Mulliken spin population.
Positions of all 35 atoms, in Å:
O  23.863  -8.765  10.040  -0.43
V  23.711  -10.265  9.412  1.41
O  23.513  -12.284  8.890  0.01
H  22.761  -12.830  9.082  0.00
H  24.271  -12.895  8.869  0.00
O  22.642  -10.660  11.071  -0.01
H  22.794  -11.454  11.667  0.00
H  21.659  -10.591  11.059  0.00
O  25.315  -11.002  10.558  0.00
H  25.335  -11.169  11.505  0.00
H  26.154  -10.573  10.483  0.00
O  25.362  -6.728  10.455  -0.01
H  24.727  -6.158  10.866  0.00
H  24.807  -7.504  10.221  0.01
O  25.202  -8.815  12.616  0.00
H  24.666  -8.187  12.161  0.00
H  24.523  -9.200  13.173  0.00
O  24.321  -5.891  7.921  0.00
H  24.079  -6.085  8.842  0.00
H  24.882  -6.558  7.632  0.00
O  27.010  -8.950  9.906  0.00
H  26.515  -8.235  10.357  0.00
H  27.424  -8.511  9.166  0.00
O  22.990  -7.391  12.442  0.00
H  23.074  -6.418  12.443  0.00
H  22.331  -7.763  13.088  0.00
O  22.338  -6.499  9.944  0.00
H  22.225  -6.935  10.785  0.00
H  21.635  -5.848  10.104  0.00
O  21.869  -9.906  8.388  0.00
H  21.675  -9.063  7.979  0.00
H  21.347  -10.502  7.909  0.00
O  24.705  -9.601  7.683  0.01
H  25.218  -8.805  7.390  0.00
H  24.462  -10.177  6.934  0.00

Cartesian forces (eV/Å) of the 3 atoms listed first:
-1.0 -4.3 -2.3
1.5 5.9 2.4
0.8 -0.3 -0.4

Properties
Spin multiplicity   2
HOMO-LUMO gap (spin up / spin down)   0.2621 / 0.2937 Ha
HOMO level (spin up / spin down)   -16.13 / -16.14 eV
Total charge   +2


Formula: C4H5F3O
Source: the Open Molecules 2025 dataset
Level of theory: ωB97M-V/def2-TZVPD

Each line ends with the natural charge from an NBO analysis.
Positions of all 13 atoms, in Å:
C  1.853  -1.433  -0.890  0.83
C  -1.535  1.110  0.532  -0.62
C  0.329  -0.590  0.434  0.18
C  -0.273  0.648  -0.166  0.11
O  2.036  -2.562  -1.236  -0.54
F  2.402  -0.366  -1.394  -0.32
F  -0.512  -1.528  0.694  -0.33
F  -0.408  0.485  -1.549  -0.36
H  -1.823  2.109  0.431  0.23
H  -2.282  0.446  0.230  0.22
H  -1.224  0.828  1.535  0.22
H  0.968  -0.583  1.441  0.19
H  0.468  1.435  -0.062  0.18

Cartesian forces (eV/Å) of the 3 atoms listed first:
-3.4 -1.1 1.3
2.0 -2.1 0.5
5.1 -0.9 0.9

Properties
Spin multiplicity   1
HOMO-LUMO gap   0.3792 Ha
HOMO level   -9.89 eV


Formula: C22H31Br12F4N6S2
Source: the Open Molecules 2025 dataset
Level of theory: ωB97M-V/def2-TZVPD

Each line ends with the Löwdin charge.
Positions of all 77 atoms, in Å:
C  1.534  -2.158  2.491  -0.13
C  2.562  -3.242  1.903  -0.30
C  1.675  -4.399  1.278  -0.21
C  0.594  -3.902  0.244  -0.21
C  1.127  -2.889  -0.835  -0.21
C  -0.077  -1.993  -1.312  -0.22
C  0.207  -1.201  -2.655  -0.14
N  0.991  0.032  -2.380  0.10
C  0.469  1.050  -1.725  -0.29
N  1.063  2.249  -1.357  0.21
C  0.151  3.016  -0.640  -0.12
C  0.291  4.406  0.038  -0.36
F  0.867  4.171  1.282  0.10
F  -0.933  4.971  0.323  0.04
C  1.245  5.413  -0.706  -0.23
F  2.527  4.926  -0.527  0.08
F  1.202  6.587  0.027  0.08
N  -0.980  2.192  -0.649  -0.09
C  -2.334  2.371  -0.051  -0.13
C  -2.161  2.391  1.515  -0.22
C  -1.851  0.951  2.144  -0.46
S  -1.244  1.245  3.857  0.91
C  0.446  0.625  4.054  -1.00
S  0.775  -0.226  5.427  0.74
N  1.515  0.847  3.131  -0.14
C  2.867  0.816  3.472  -0.18
C  3.653  1.041  2.271  -0.13
N  2.738  1.212  1.196  0.07
C  1.523  1.088  1.752  -0.20
N  -0.860  1.024  -1.289  0.18
H  2.012  -1.635  3.352  -0.01
H  0.585  -2.664  2.825  0.09
H  1.267  -1.490  1.633  0.05
H  3.226  -2.786  1.130  0.09
H  3.144  -3.624  2.781  -0.07
H  1.102  -4.839  2.146  0.11
H  2.324  -5.233  0.901  0.11
H  0.193  -4.821  -0.270  0.11
H  -0.254  -3.446  0.825  0.10
H  1.939  -2.208  -0.478  0.10
H  1.529  -3.459  -1.711  0.11
H  -0.385  -1.333  -0.459  0.09
H  -0.958  -2.687  -1.509  0.08
H  -0.802  -0.901  -3.056  0.11
H  0.750  -1.865  -3.376  0.13
H  1.958  0.132  -2.686  0.17
H  1.003  5.598  -1.776  0.16
H  -3.067  1.590  -0.368  0.14
H  -2.768  3.360  -0.355  0.07
H  -1.246  3.007  1.747  0.08
H  -3.010  2.888  2.054  0.13
H  -2.846  0.420  2.157  0.09
H  -1.180  0.330  1.503  0.06
H  3.293  0.621  4.478  0.07
H  4.763  1.056  2.198  0.10
H  0.551  1.130  1.227  0.08
H  -1.588  0.320  -1.375  0.17
C  -2.806  6.243  -2.860  -1.57
Br  -2.992  7.283  -1.243  0.62
Br  -1.885  4.566  -2.533  0.72
Br  -4.503  5.961  -3.737  0.61
H  -2.187  6.817  -3.540  -0.02
C  -1.550  -3.719  -4.988  -1.62
Br  -1.709  -4.796  -6.583  0.61
Br  -3.182  -2.753  -4.600  0.54
Br  -0.961  -4.764  -3.468  0.63
H  -0.782  -2.978  -5.181  -0.04
C  5.547  -3.127  4.526  -1.54
Br  4.723  -1.608  3.646  0.76
Br  4.548  -4.757  4.239  0.66
Br  7.404  -3.325  4.025  0.59
H  5.525  -2.925  5.592  -0.02
C  -7.345  -1.148  -3.807  -1.62
Br  -5.619  -0.513  -3.195  0.49
Br  -7.326  -1.553  -5.696  0.58
Br  -7.969  -2.644  -2.755  0.58
H  -8.051  -0.338  -3.661  -0.03

Cartesian forces (eV/Å) of the 3 atoms listed first:
0.6 -0.9 -0.8
-1.9 -0.1 0.4
0.2 0.1 0.8

Properties
Spin multiplicity   1
HOMO-LUMO gap   0.2820 Ha
HOMO level   -11.09 eV
Total charge   +1


- spin multiplicity of number 1 (H22O12V)?
  2


- The highest spin multiplicity belongs to which entry?
  H22O12V